Record 1
# C2H3N2O2

A gas-phase ion, C2H3N2O2 (charge -1) (ωB97M-V/def2-TZVPD, OMol25).

Properties
ΔE to the lowest compared entry with this formula, charge and spin in eV: 4.039
Max |F| in eV/A: 3.0
Electronic energy in Ha: -337.8609
E_HOMO (spin up / spin down) in eV: -2.10 / -2.59

```
! RIJCOSX wB97M-V def2-TZVPD def2/J DEFGRID3
* xyz -1 1
O -2.6258 -0.2403 0.1830
C 0.5271 0.9277 0.0824
N -0.4198 1.6487 -0.2064
C 0.6989 -0.5707 0.0598
H 1.4484 1.3540 0.4205
H 1.3738 -0.8490 -0.8170
N -1.6748 -0.1471 -0.5867
O -0.5316 -1.2103 -0.0685
H 1.2038 -0.9131 0.9329
*
```

Record 2
# C2H3N2O2

A gas-phase ion, C2H3N2O2 (charge -1) (ωB97M-V/def2-TZVPD, OMol25).

Properties
ΔE to the lowest compared entry with this formula, charge and spin in eV: 4.435
Max |F| in eV/A: 3.8
SMILES string: O=NC/C=N\[O-]
Electronic energy in Ha: -337.8464
E_HOMO (spin up / spin down) in eV: -2.32 / -2.32

```
! RIJCOSX wB97M-V def2-TZVPD def2/J DEFGRID3
* xyz -1 1
O 0.2464 -0.4083 2.1806
H -0.8005 1.3576 -0.1689
O 1.7420 -0.3904 0.2282
H -1.4904 -0.2609 0.3755
H -0.6229 -0.2516 -1.9856
C -0.6548 0.3918 0.1762
N 1.2328 -0.5725 -0.9157
N 0.3314 0.4101 1.1954
C 0.0160 -0.2757 -1.0857
*
```

Record 3
# C2H3N2O2

A gas-phase ion, C2H3N2O2 (charge -1) (ωB97M-V/def2-TZVPD, OMol25).

Properties
ΔE to the lowest compared entry with this formula, charge and spin in eV: 4.613
Max |F| in eV/A: 4.4
Electronic energy in Ha: -337.8399
E_HOMO in eV: -2.41

```
! RIJCOSX wB97M-V def2-TZVPD def2/J DEFGRID3
* xyz -1 1
O 3.2023 -0.8112 -0.0683
H -2.4772 -0.7298 0.3752
C -1.4254 -0.4950 -0.0668
N 2.4113 0.0777 0.3185
H -0.9805 -1.4041 -0.5779
H -1.5061 1.6278 0.4364
C -0.8514 0.7028 0.0263
O 1.2313 -0.0447 -0.2468
N 0.3958 1.0765 -0.1966
*
```

Record 4
# C2H3N2O2

A gas-phase ion, C2H3N2O2 (charge -1) (ωB97M-V/def2-TZVPD, OMol25).

Properties
ΔE to the lowest compared entry with this formula, charge and spin in eV: 2.604
Max |F| in eV/A: 5.9
Electronic energy in Ha: -337.9137
E_HOMO (spin up / spin down) in eV: -4.25 / -4.07

```
! RIJCOSX wB97M-V def2-TZVPD def2/J DEFGRID3
* xyz -1 1
O 1.9948 -0.9375 -0.2207
N -1.2708 -0.9143 0.5691
C -0.8877 0.0638 -0.4299
H -1.5741 0.8920 -0.7182
N 0.3522 0.5251 0.3137
O 2.1483 1.2206 0.4262
C 1.6030 0.1107 0.1473
H -1.6784 -0.4193 1.3579
H -0.6871 -0.5412 -1.4454
*
```

Record 5
# C2H3N2O2

A gas-phase ion, C2H3N2O2 (charge +1) (ωB97M-V/def2-TZVPD, OMol25).

Properties
ΔE to the lowest compared entry with this formula, charge and spin in eV: 5.968
Max |F| in eV/A: 6.8
SMILES string: O=C/C=[NH+]\N=O
Electronic energy in Ha: -337.5189
E_HOMO in eV: -15.82

```
! RIJCOSX wB97M-V def2-TZVPD def2/J DEFGRID3
* xyz 1 1
N 1.1156 -0.8386 -0.1163
O 3.2853 -0.1838 0.3320
H -0.5846 2.1651 0.6214
C 0.3251 1.5395 0.1504
C 0.1373 -0.0018 -0.0980
H -0.9585 -0.4014 -0.2620
H 1.1178 -1.8290 -0.1456
O 1.3236 2.0963 -0.1965
N 2.4323 -0.6156 -0.3608
*
```

Record 6
# C2H3N2O2

2 unconnected molecules or ions with the total composition C2H3N2O2 (ωB97M-V/def2-TZVPD, OMol25).

Properties
ΔE to the lowest compared entry with this formula, charge and spin in eV: 5.602
Max |F| in eV/A: 4.0
Electronic energy in Ha: -337.5323
E_HOMO in eV: -15.44

```
! RIJCOSX wB97M-V def2-TZVPD def2/J DEFGRID3
* xyz 1 1
C 1.4852 -1.1329 1.0515
C 0.3151 -0.5915 -0.9937
N 0.8812 -0.8495 -0.0189
O -1.9249 1.8418 -1.0421
O 2.3847 -1.7992 3.0787
H -2.0155 2.7116 -1.4336
N 1.9167 -1.4911 2.0804
H -2.8290 1.5509 -0.8742
H -0.2137 -0.2400 -1.8480
*
```

The highest ΔE to the lowest compared entry with this formula, charge and spin belongs to which entry?
number 5

Copy entry 2 word for word.
# C2H3N2O2

A gas-phase ion, C2H3N2O2 (charge -1) (ωB97M-V/def2-TZVPD, OMol25).

Properties
ΔE to the lowest compared entry with this formula, charge and spin in eV: 4.435
Max |F| in eV/A: 3.8
SMILES string: O=NC/C=N\[O-]
Electronic energy in Ha: -337.8464
E_HOMO (spin up / spin down) in eV: -2.32 / -2.32

```
! RIJCOSX wB97M-V def2-TZVPD def2/J DEFGRID3
* xyz -1 1
O 0.2464 -0.4083 2.1806
H -0.8005 1.3576 -0.1689
O 1.7420 -0.3904 0.2282
H -1.4904 -0.2609 0.3755
H -0.6229 -0.2516 -1.9856
C -0.6548 0.3918 0.1762
N 1.2328 -0.5725 -0.9157
N 0.3314 0.4101 1.1954
C 0.0160 -0.2757 -1.0857
*
```

Which of these has the lowest ΔE to the lowest compared entry with this formula, charge and spin?
number 4

Number 1 is which compound?
C2H3N2O2